# 1
A cluster of 2 separate species, C6H17NO in total at a distorted geometry, computed with the ωB97M-V functional and the def2-TZVPD basis.

Results
highest occupied orbital energy = -8.65 eV
HOMO-LUMO gap = 9.5798 eV
energy above the lowest of the compared OMol25 structures with the same formula, charge and spin = 46.9 kcal/mol
LUMO energy = 0.9 eV

Each line ends with the Mulliken charge.
Positions of all 25 atoms, in Å:
O 0.406 -0.089 -2.359  -0.413
N 0.908 -0.242 0.337  -0.457
C -0.139 -1.522 -1.737  -0.734
C 0.821 1.568 2.030  -1.654
C -0.152 0.168 -3.607  -0.660
C 0.139 0.315 1.453  1.549
C 0.025 -0.759 2.541  -1.714
C -1.250 0.680 0.921  -1.609
H 1.852 -0.486 0.618  0.177
H 1.006 -1.009 2.939  0.416
H 0.945 0.380 -0.471  0.335
H -0.116 -0.731 -4.249  0.253
H 0.236 1.988 2.848  0.392
H -1.853 1.128 1.709  0.449
H 0.255 -2.179 -2.510  0.356
H -1.757 -0.210 0.553  0.316
H -0.593 -0.407 3.363  0.394
H -1.211 0.467 -3.548  0.273
H 0.929 2.331 1.256  0.373
H 0.420 0.952 -4.110  0.254
H -0.421 -1.663 2.136  0.352
H -1.213 -1.390 -1.823  0.268
H 0.120 -1.998 -0.799  0.329
H -1.167 1.386 0.095  0.364
H 1.811 1.322 2.413  0.391


# 2
A cluster of 2 separate species, C32H35F6N4 in total at a distorted geometry, computed with the ωB97M-V functional and the def2-TZVPD basis.

Results
net charge = +1
highest occupied orbital energy = -10.36 eV
HOMO-LUMO gap = 5.0834 eV
energy above the lowest of the compared OMol25 structures with the same formula, charge and spin = 0.0 kcal/mol
LUMO energy = -5.3 eV

Each line ends with the Mulliken charge.
Positions of all 77 atoms, in Å:
F 4.843 4.084 -5.493  -0.271
F 0.224 -5.894 -2.321  -0.222
F 1.951 -7.265 -2.273  -0.258
F 3.396 2.884 -6.657  -0.255
F -0.091 -8.047 -1.934  -0.256
F 3.854 2.341 -4.570  -0.224
N -0.868 1.734 3.809  0.710
N 1.257 3.592 -4.987  0.136
N 1.258 1.481 3.303  0.222
N 1.792 -5.607 -0.001  0.175
C -4.468 2.664 3.521  -1.046
C 1.156 0.357 -3.202  -0.800
C 1.186 2.446 4.332  -0.750
C 2.516 0.843 2.905  -0.958
C 1.738 -3.638 -1.439  -0.264
C -5.095 1.435 3.634  0.560
C 2.568 4.271 -4.955  -0.892
C 0.037 -2.336 0.310  -0.774
C 0.447 -3.611 0.587  -0.438
C -2.934 0.392 3.934  1.076
C 0.341 0.617 -2.079  1.242
C 1.326 -4.290 -0.272  0.136
C 0.013 1.089 3.019  -0.598
C 0.944 2.616 -3.989  -0.155
C -4.313 0.310 3.838  -1.093
C -6.575 1.342 3.524  -1.482
C 3.206 -5.917 -0.216  -0.997
C 0.735 3.392 -6.342  -0.901
C 0.457 -1.661 -0.862  0.947
C -0.174 1.932 -1.964  -0.969
C -2.135 -0.842 4.170  -1.188
C 0.031 -0.325 -1.066  -0.403
C 3.712 3.357 -5.439  0.888
C 0.125 2.900 -2.883  -0.609
C -0.117 2.580 4.664  -0.486
C -2.453 4.120 3.425  -1.725
C 0.899 -6.755 -0.245  -1.042
C 1.438 1.315 -4.123  -0.244
C 1.303 -2.383 -1.734  -0.809
C 0.738 -7.002 -1.756  0.978
C -3.091 2.784 3.588  1.446
C -2.316 1.639 3.797  -0.035
H -7.058 1.944 4.294  0.345
H -0.618 -1.825 0.995  0.254
H 2.527 5.165 -5.579  0.395
H 2.324 0.076 2.157  0.276
H -0.223 2.877 -6.300  0.343
H 2.979 0.375 3.772  0.360
H -5.068 3.544 3.365  0.421
H 1.605 -0.595 -3.365  0.158
H 1.310 -7.646 0.232  0.398
H 1.428 2.782 -6.919  0.352
H -6.919 0.313 3.635  0.358
H 2.779 4.595 -3.935  0.324
H 2.031 2.955 4.764  0.455
H 2.097 1.099 -4.945  0.466
H -1.479 -0.721 5.034  0.330
H 2.352 -4.171 -2.144  0.432
H -0.799 2.172 -1.120  0.543
H -1.514 -1.074 3.303  -0.039
H 0.604 4.352 -6.838  0.314
H -2.781 -1.702 4.360  0.420
H -3.175 4.869 3.093  0.394
H -0.268 3.896 -2.776  0.510
H -4.788 -0.651 3.917  0.321
H 3.200 1.583 2.495  0.325
H -0.526 3.201 5.444  0.500
H -2.031 4.464 4.371  0.312
H -6.909 1.703 2.551  0.335
H -0.078 -6.563 0.200  0.334
H 3.509 -6.734 0.436  0.316
H 3.816 -5.043 0.004  0.335
H 3.369 -6.208 -1.253  0.409
H -0.615 0.054 -0.292  0.324
H 1.590 -1.999 -2.685  0.470
H 0.121 -4.106 1.486  0.529
H -1.651 4.074 2.685  0.311


# 3
A cluster of 4 separate species, C26H58Br2F3N5O10P3S in total at a distorted geometry, computed with the ωB97M-V functional and the def2-TZVPD basis.

Results
net charge = +1
highest occupied orbital energy = -10.94 eV
HOMO-LUMO gap = 6.7901 eV
LUMO energy = -4.1 eV

Each line ends with the Mulliken charge.
Positions of all 108 atoms, in Å:
Br 2.860 7.405 1.401  -0.075
Br 4.310 3.549 2.489  -0.109
S 0.687 -0.861 -1.022  -0.218
P 0.678 -0.022 -2.721  0.712
P 4.629 1.244 -3.041  -0.041
P 3.877 5.345 -3.908  0.857
F 4.853 4.398 -0.005  -0.187
F 5.188 5.875 1.518  -0.244
F 1.967 4.902 1.605  -0.285
O -0.535 -2.333 2.523  -0.359
O 4.205 2.136 -4.375  -0.444
O -3.823 4.260 -5.354  -0.533
O 1.658 -0.662 -3.819  -0.497
O 2.383 -5.535 4.117  -0.316
O -6.539 -2.445 1.768  -0.425
O 5.089 5.100 -2.925  -0.418
O -0.763 -0.190 -3.380  -0.504
O 3.438 6.741 -3.822  -0.780
O 4.312 5.039 -5.425  -0.550
N 0.978 1.744 -2.636  1.031
N 5.693 2.228 -2.121  -0.342
N 2.440 3.545 -2.224  1.738
N -3.533 2.790 -3.586  -0.122
N 3.127 1.191 -2.071  1.090
C -5.827 3.789 -4.177  -1.030
C -1.201 2.452 -1.735  -0.333
C 2.193 -6.903 3.801  -0.339
C -6.266 -3.689 3.875  -0.813
C 2.609 -7.855 4.909  -1.144
C -0.188 2.598 -2.900  -1.572
C -2.159 3.664 -1.743  -0.855
C 2.171 2.181 -2.333  -2.447
C -2.317 -3.792 1.658  -1.065
C 2.895 5.519 0.840  0.392
C -6.923 -2.541 3.129  -0.343
C -4.336 3.647 -4.434  0.395
C 2.536 5.507 -0.641  -1.693
C -0.914 -2.413 3.888  -0.398
C 2.403 4.329 -3.473  -1.074
C -8.300 -3.919 0.880  -1.133
C -3.555 3.219 -2.167  -1.120
C 4.153 -0.086 -0.358  -0.629
C 3.494 1.055 -0.698  -0.277
C 1.849 4.194 -1.052  -0.157
C -6.823 -3.572 0.959  -0.229
C 4.688 -5.366 3.270  -1.096
C 3.709 -5.136 4.409  -0.351
C -0.271 -3.565 4.637  -0.730
C -0.836 -3.464 1.727  0.066
C 4.337 4.930 1.114  0.614
H -0.741 0.072 -4.314  0.336
H -1.771 1.534 -1.806  0.640
H -0.603 -1.469 4.337  0.341
H 1.126 -7.018 3.612  0.312
H -0.569 -3.545 5.686  0.478
H 3.430 5.755 -1.203  0.329
H -8.872 -3.070 0.504  0.291
H 6.480 2.508 -2.700  0.270
H -0.558 -4.533 4.227  0.145
H -6.100 4.800 -4.458  0.309
H 0.815 -3.499 4.582  0.113
H -6.567 -3.683 4.922  0.395
H 6.113 1.636 -1.413  0.240
H -6.240 -4.438 1.292  0.239
H 4.782 -6.423 3.019  0.262
H 2.208 3.653 -4.305  0.513
H 3.701 -1.054 -0.548  0.246
H 5.678 -5.001 3.545  0.402
H -2.239 4.077 -0.740  0.459
H -6.461 -3.320 -0.038  0.370
H -6.538 -4.659 3.456  0.275
H -0.259 -4.332 2.066  -0.017
H 0.045 3.651 -2.959  0.303
H -0.607 2.511 -0.825  0.477
H -2.725 -4.044 2.638  0.168
H 3.587 5.371 -5.968  0.352
H 3.231 1.793 0.052  0.071
H 1.838 6.321 -0.799  0.650
H 5.023 2.255 -4.874  0.317
H 3.674 -7.784 5.133  0.276
H 2.142 0.062 -4.246  0.375
H 4.356 -4.842 2.372  0.290
H 5.143 -0.083 0.081  0.285
H -2.006 -2.452 3.976  0.233
H -6.399 3.131 -4.827  0.332
H -3.973 1.875 -3.642  0.310
H -8.453 -4.767 0.212  0.398
H -5.179 -3.602 3.824  0.069
H 2.397 -8.884 4.620  0.398
H 1.570 5.032 -3.465  0.748
H -3.902 2.403 -1.539  0.449
H 2.704 -7.152 2.864  0.330
H -0.479 -3.228 0.724  0.232
H 5.946 5.177 -3.360  0.371
H -1.824 4.433 -2.437  0.363
H 0.776 4.382 -1.131  -0.249
H -6.626 -1.597 3.588  0.334
H -8.710 -4.187 1.854  0.271
H -6.110 3.604 -3.145  0.358
H -8.014 -2.597 3.213  0.310
H -0.689 2.317 -3.822  0.514
H 2.064 -7.632 5.827  0.310
H -2.485 -4.645 0.999  0.480
H 4.060 -5.622 5.326  0.340
H -4.209 4.084 -2.044  0.502
H 1.946 3.504 -0.213  0.848
H 3.656 -4.068 4.625  0.326
H -2.880 -2.938 1.278  0.294


# 4
A cluster of 2 separate species, CH5N3O2 in total at a distorted geometry, computed with the ωB97M-V functional and the def2-TZVPD basis.

Results
highest occupied orbital energy = -10.58 eV
HOMO-LUMO gap = 11.4645 eV
energy above the lowest of the compared OMol25 structures with the same formula, charge and spin = 93.9 kcal/mol
LUMO energy = 0.9 eV

Each line ends with the Mulliken charge.
Positions of all 11 atoms, in Å:
O 0.891 1.302 1.570  -0.437
O 1.788 -0.616 0.002  -0.270
N -1.269 -0.242 -0.025  -0.449
N 1.361 0.622 -0.504  -0.052
N 0.983 1.555 0.144  -0.011
C -1.239 -1.190 -0.829  -0.222
H 1.389 -0.514 0.872  0.366
H 0.020 1.730 1.666  0.382
H -1.606 -1.044 -1.928  0.228
H -0.762 -2.157 -0.383  0.231
H -1.556 0.555 -0.587  0.233